# C18H17AsCl7NORhS2

C18H17AsCl7NORhS2 as an isolated structure (wB97M-V/def2-TZVPD, OMol25).

Geometry (Å):
Rh -0.121 -0.070 -0.333
Cl 1.427 -1.285 1.105
C 3.004 -0.748 0.512
C 4.104 -1.235 1.192
C 5.362 -0.852 0.764
C 5.489 -0.001 -0.323
C 4.364 0.463 -0.979
Cl 4.563 1.521 -2.331
C 3.067 0.105 -0.580
S 1.693 0.748 -1.468
H 3.974 -1.896 2.038
H 6.242 -1.213 1.278
H 6.463 0.311 -0.672
Cl -1.675 0.522 6.478
C -1.710 0.184 4.797
C -0.983 0.974 3.911
Cl -0.054 2.302 4.471
C -1.021 0.679 2.557
Cl -0.134 1.682 1.423
C -1.756 -0.386 2.022
O -1.811 -0.635 0.729
C -2.491 -1.155 2.936
Cl -3.434 -2.449 2.304
C -2.467 -0.880 4.300
Cl -3.373 -1.855 5.377
C -3.969 1.601 0.560
As -3.470 0.807 -1.114
C -4.434 1.821 -2.433
C -4.110 -0.996 -1.250
S -1.435 1.106 -1.783
H -5.023 1.868 0.491
H -3.371 2.499 0.706
H -3.812 0.906 1.379
H -5.502 1.649 -2.300
H -4.131 1.505 -3.429
H -4.211 2.878 -2.303
H -5.064 -1.066 -0.729
H -3.389 -1.659 -0.784
H -4.244 -1.227 -2.306
C -1.415 -3.352 -4.264
C -0.233 -3.502 -3.302
C -0.200 -2.424 -2.320
N -0.188 -1.581 -1.553
H -1.398 -4.173 -4.978
H -1.353 -2.415 -4.814
H -2.362 -3.384 -3.727
H 0.720 -3.477 -3.833
H -0.277 -4.444 -2.753

* total charge: +1
* energy relative to the best compared isomer or geometry (same formula, charge and spin): 5.9 kcal per mole
* HOMO-LUMO gap: 7.0 eV

***

# CH8NO2

A 3-piece molecular cluster, CH8NO2 overall (wB97M-V/def2-TZVPD, OMol25).

Geometry (Å):
C 1.014 0.396 -0.483
N 0.197 0.041 0.414
H 1.183 1.459 -0.609
H 1.530 -0.376 -1.046
H -0.050 -0.914 0.638
H -0.391 0.735 0.876
H 0.059 -2.717 -2.063
H 0.705 -3.225 -0.820
O 0.773 -2.495 -1.450
H -2.556 2.329 1.324
H -1.354 2.814 2.092
O -1.622 2.135 1.460

* total charge: +1
* energy relative to the best compared isomer or geometry (same formula, charge and spin): 8.9 kcal per mole
* HOMO-LUMO gap: 11.0 eV

***

# C9H7BiN2O5S

C9H7BiN2O5S as an isolated structure (wB97M-V/def2-TZVPD, OMol25).

Geometry (Å):
O 1.166 0.874 -5.644
C 1.070 0.408 -4.606
Bi 0.511 -0.387 -1.939
O -1.783 1.712 -4.136
C -1.169 0.937 -3.558
C -1.723 -1.072 -0.490
O -2.637 -1.250 0.170
C 1.381 -2.536 -0.590
O 2.059 -3.290 -0.065
C -0.783 -2.539 -3.187
O -1.349 -3.480 -3.478
H 2.222 -0.842 -2.375
C 1.040 -0.693 2.580
N 0.240 0.517 2.372
C -0.683 1.032 3.270
C -1.161 2.180 2.740
N -0.549 2.339 1.511
C 0.322 1.324 1.275
S 1.494 1.208 0.028
H 0.679 -1.540 1.977
H 2.080 -0.487 2.311
H 0.972 -0.956 3.641
H -0.886 0.538 4.203
H -1.849 2.898 3.130
H -0.664 3.105 0.860

* total charge: +2
* energy relative to the best compared isomer or geometry (same formula, charge and spin): 0.0 kcal per mole
* HOMO-LUMO gap: 7.4 eV

***

# C4H3F6NS

A single C4H3F6NS molecule (wB97M-V/def2-TZVPD, OMol25).

Geometry (Å):
C 1.387 0.278 1.580
C -0.478 -0.102 -0.105
C -1.572 0.673 -0.786
C 0.016 -1.337 -0.809
N 1.552 0.876 0.280
F -2.357 -0.081 -1.557
F -2.366 1.289 0.097
F -1.062 1.635 -1.571
F 0.046 -1.186 -2.131
F 1.228 -1.735 -0.425
F -0.811 -2.374 -0.556
S -0.436 -0.017 1.690
H 1.925 -0.672 1.607
H 1.697 0.909 2.420
H 1.231 1.843 0.266

* energy relative to the best compared isomer or geometry (same formula, charge and spin): 34.1 kcal per mole
* HOMO-LUMO gap (spin up / spin down): 8.0 / 8.3 eV

***

# C4H13N2S

An isolated ion of composition C4H13N2S and charge +1 (wB97M-V/def2-TZVPD, OMol25).

Geometry (Å):
N 1.419 -1.322 -0.034
C 0.577 -0.114 0.194
C -0.752 -0.518 0.773
C -1.669 0.699 1.013
S -3.264 0.114 1.686
C 0.441 0.624 -1.180
N 1.667 0.534 -2.018
H 1.925 -1.600 0.811
H 2.053 -1.090 -0.858
H 0.919 -2.132 -0.388
H 1.130 0.523 0.886
H -0.641 -0.957 1.767
H -1.286 -1.189 0.099
H -1.925 1.306 0.147
H -1.225 1.410 1.714
H -3.000 0.159 3.024
H -0.360 0.188 -1.778
H 0.210 1.666 -0.994
H 1.362 0.502 -2.981
H 2.420 1.197 -1.882

* total charge: +1
* energy relative to the best compared isomer or geometry (same formula, charge and spin): 13.5 kcal per mole
* SMILES string: NC[C@H]([NH3+])CCS
* HOMO-LUMO gap: 9.0 eV

***

# C5H9N2O2

An isolated ion of composition C5H9N2O2 and charge +1 (wB97M-V/def2-TZVPD, OMol25).

Geometry (Å):
C 0.326 1.742 0.394
C -0.340 -0.739 0.629
C -0.428 0.642 -0.169
C 0.543 0.905 -2.383
C 0.209 -1.727 2.713
N -0.935 1.873 0.388
N -0.659 0.333 -1.617
O -0.405 -1.781 -0.014
O -0.091 -0.574 1.910
H 1.233 2.150 0.666
H 0.501 1.977 -2.088
H 1.346 0.425 -2.036
H 0.365 0.790 -3.482
H -0.727 -2.337 3.040
H 0.517 -1.452 3.757
H 0.852 -2.354 2.074
H -0.823 -0.657 -1.797
H -1.485 0.784 -1.985

* total charge: +1
* energy relative to the best compared isomer or geometry (same formula, charge and spin): 102.8 kcal per mole
* SMILES string: C[NH2+][C@@]1(C(=O)OC)C=N1
* HOMO-LUMO gap: 11.0 eV

***

# C30H90O15

A 15-piece molecular cluster, C30H90O15 overall (wB97M-V/def2-TZVPD, OMol25).

Geometry (Å):
C -14.243 -13.150 -7.949
C -13.513 -14.437 -8.250
O -13.719 -14.842 -9.590
H -13.678 -12.262 -8.227
H -14.429 -13.058 -6.871
H -15.216 -13.187 -8.435
H -13.918 -15.219 -7.603
H -12.448 -14.346 -8.063
H -14.616 -15.218 -9.644
C -18.933 -14.317 -14.764
C -19.607 -13.892 -16.056
O -20.723 -13.038 -15.822
H -19.612 -14.435 -13.915
H -18.219 -13.555 -14.440
H -18.428 -15.278 -14.889
H -19.872 -14.752 -16.678
H -18.889 -13.328 -16.655
H -21.543 -13.523 -15.910
C -16.586 -11.408 -16.842
C -15.971 -10.041 -16.926
O -14.621 -10.211 -17.350
H -17.574 -11.386 -16.391
H -15.923 -11.998 -16.186
H -16.571 -11.972 -17.773
H -16.040 -9.578 -15.928
H -16.558 -9.392 -17.594
H -14.204 -9.350 -17.448
C -17.756 -18.502 -12.531
C -17.042 -18.250 -13.851
O -17.532 -19.188 -14.824
H -17.449 -19.464 -12.106
H -18.843 -18.584 -12.608
H -17.507 -17.702 -11.822
H -15.982 -18.447 -13.682
H -17.269 -17.240 -14.190
H -17.786 -18.697 -15.610
C -19.013 -13.889 -10.856
C -19.845 -15.131 -10.669
O -19.163 -16.066 -9.787
H -18.084 -14.090 -11.381
H -18.776 -13.383 -9.919
H -19.569 -13.155 -11.450
H -20.037 -15.621 -11.633
H -20.817 -14.899 -10.220
H -19.798 -16.767 -9.593
C -13.379 -18.450 -11.945
C -14.468 -19.195 -11.235
O -14.034 -19.670 -9.950
H -13.813 -17.861 -12.762
H -12.665 -19.132 -12.401
H -12.938 -17.711 -11.274
H -14.842 -20.057 -11.824
H -15.382 -18.577 -11.161
H -14.801 -20.040 -9.502
C -13.687 -17.482 -16.830
C -12.549 -17.874 -17.760
O -12.146 -19.262 -17.646
H -14.607 -18.011 -17.069
H -13.904 -16.413 -16.990
H -13.466 -17.554 -15.761
H -11.667 -17.232 -17.577
H -12.812 -17.676 -18.802
H -12.230 -19.514 -16.725
C -15.397 -14.900 -12.768
C -14.876 -13.965 -13.792
O -14.854 -14.683 -15.049
H -16.428 -15.190 -12.987
H -15.346 -14.501 -11.756
H -14.791 -15.809 -12.803
H -13.827 -13.703 -13.597
H -15.433 -13.034 -13.902
H -14.202 -14.259 -15.639
C -10.320 -14.055 -10.437
C -11.167 -12.786 -10.416
O -12.385 -12.950 -11.139
H -10.622 -14.748 -9.641
H -9.268 -13.859 -10.177
H -10.353 -14.556 -11.398
H -10.649 -11.948 -10.883
H -11.402 -12.491 -9.385
H -12.902 -13.696 -10.752
C -11.358 -15.410 -13.989
C -10.411 -16.598 -13.991
O -9.454 -16.533 -15.075
H -12.123 -15.481 -13.209
H -11.841 -15.357 -14.966
H -10.823 -14.461 -13.862
H -11.023 -17.493 -14.118
H -9.893 -16.682 -13.025
H -8.859 -15.793 -14.930
C -13.290 -9.269 -14.306
C -12.926 -10.634 -13.798
O -12.743 -10.493 -12.365
H -12.465 -8.566 -14.166
H -14.146 -8.886 -13.744
H -13.544 -9.224 -15.363
H -11.983 -10.986 -14.250
H -13.717 -11.379 -13.973
H -12.538 -11.380 -11.975
C -18.029 -10.505 -12.609
C -19.355 -9.756 -12.422
O -20.331 -10.584 -11.807
H -17.678 -10.821 -11.628
H -17.309 -9.841 -13.093
H -18.214 -11.381 -13.235
H -19.754 -9.334 -13.355
H -19.201 -8.889 -11.770
H -20.825 -11.004 -12.521
C -16.235 -15.685 -19.457
C -16.374 -14.771 -18.240
O -16.554 -15.569 -17.094
H -16.092 -15.114 -20.378
H -17.121 -16.313 -19.562
H -15.348 -16.308 -19.332
H -17.190 -14.054 -18.402
H -15.410 -14.244 -18.151
H -16.050 -15.215 -16.332
C -16.589 -16.728 -7.022
C -16.061 -17.051 -8.406
O -16.340 -15.976 -9.312
H -16.614 -17.604 -6.364
H -17.620 -16.370 -7.075
H -15.972 -15.973 -6.530
H -16.563 -17.977 -8.726
H -14.984 -17.210 -8.403
H -17.319 -15.998 -9.474
C -11.925 -14.386 -17.592
C -12.374 -12.959 -17.561
O -13.613 -12.876 -16.833
H -11.619 -14.758 -16.615
H -11.090 -14.520 -18.287
H -12.714 -15.048 -17.962
H -12.543 -12.577 -18.579
H -11.648 -12.291 -17.078
H -14.005 -11.986 -17.009

* energy relative to the best compared isomer or geometry (same formula, charge and spin): 91.2 kcal per mole
* HOMO-LUMO gap: 9.9 eV

***

# CH2O3S

A 2-piece molecular cluster, CH2O3S overall (wB97M-V/def2-TZVPD, OMol25).

Geometry (Å):
C -1.562 0.364 -0.005
O 1.390 -1.517 0.385
O 2.455 0.256 -0.828
O -0.550 0.863 0.471
S 2.132 -0.287 0.440
H -2.381 0.967 -0.060
H -1.485 -0.646 -0.402

* energy relative to the best compared isomer or geometry (same formula, charge and spin): 4.7 kcal per mole
* HOMO-LUMO gap: 10.0 eV

***

# C4H10BClO2

A 2-piece molecular cluster, C4H10BClO2 overall (wB97M-V/def2-TZVPD, OMol25).

Geometry (Å):
B -1.760 1.309 2.946
C 0.219 1.233 -0.149
C 1.051 -0.945 -1.125
C -1.167 -0.878 0.234
C -0.185 -0.098 -0.692
O -0.927 0.992 3.948
O -2.457 1.598 2.002
Cl -0.331 -1.283 1.824
H 0.314 1.822 -1.088
H -0.522 1.857 0.275
H 1.137 1.498 0.516
H 1.931 -0.359 -1.252
H 1.165 -1.783 -0.355
H 0.785 -1.661 -1.872
H -2.074 -0.297 0.449
H -0.798 0.172 -1.599
H -1.616 -1.867 -0.121
H -0.335 1.626 4.351

* energy relative to the best compared isomer or geometry (same formula, charge and spin): 48.2 kcal per mole
* SMILES string: CC(C)CCl.O=BO
* HOMO-LUMO gap: 10.6 eV

***

# C3H12N2O

A 2-piece molecular cluster, C3H12N2O overall (wB97M-V/def2-TZVPD, OMol25).

Geometry (Å):
N 0.946 -0.796 -0.008
C 0.307 -0.049 1.035
C -1.130 -0.515 1.346
C 0.245 1.443 0.675
N 1.542 2.099 0.982
H 0.468 -0.805 -0.897
H 0.986 -1.774 0.211
H 0.920 -0.228 1.919
H -1.802 0.163 1.879
H -1.162 -1.375 2.028
H -1.614 -0.820 0.416
H 0.156 1.483 -0.413
H -0.580 2.004 1.105
H 1.476 2.482 1.911
H 1.743 2.874 0.371
H -1.218 -1.393 -4.383
H -0.238 -2.585 -4.276
O -1.045 -2.207 -3.899

* energy relative to the best compared isomer or geometry (same formula, charge and spin): 10.8 kcal per mole
* SMILES string: C[C@@H](N)CN.O
* HOMO-LUMO gap: 9.9 eV

***

# C9H14O

A 2-piece molecular cluster, C9H14O overall (wB97M-V/def2-TZVPD, OMol25).

Geometry (Å):
C 0.569 2.268 -1.329
C -2.376 0.697 0.456
C -1.828 0.543 1.730
C -1.576 1.198 -0.534
C -0.242 1.649 -0.260
C -0.464 0.894 1.981
C 0.312 1.474 1.027
H -3.396 0.421 0.266
H -2.368 0.140 2.568
H -1.974 1.293 -1.544
H -0.060 0.832 2.983
H -0.018 2.380 -2.230
H 1.440 1.639 -1.505
H 1.334 1.698 1.283
H 0.864 3.282 -1.031
C 0.998 -2.183 0.145
C 0.667 -2.092 -1.331
O 2.409 -2.482 0.294
H 0.910 -1.194 0.614
H 0.414 -2.897 0.741
H -0.195 -1.469 -1.514
H 2.508 -3.297 0.814
H 0.524 -3.068 -1.780
H 1.548 -1.724 -1.844

* spin multiplicity: 2
* total charge: +1
* energy relative to the best compared isomer or geometry (same formula, charge and spin): 26.0 kcal per mole
* <S²>: 0.768
* HOMO-LUMO gap (spin up / spin down): 8.7 / 4.8 eV

***

# C27H48N4O3S2Se2Si2W

C27H48N4O3S2Se2Si2W as an isolated structure (wB97M-V/def2-TZVPD, OMol25).

Geometry (Å):
W -0.143 0.231 0.346
O -4.162 -3.558 1.053
C -3.356 -4.490 0.354
C -1.909 -4.439 0.851
C -1.247 -5.776 0.470
O -1.262 -6.062 -0.924
C -1.854 -4.348 2.395
Se -1.527 -2.545 3.096
C -1.104 -3.332 0.178
Se -1.733 -1.537 0.637
H -5.036 -3.549 0.655
H -3.371 -4.284 -0.725
H -3.746 -5.508 0.512
H -1.720 -6.588 1.035
H -0.195 -5.740 0.758
H -2.149 -6.334 -1.176
H -1.039 -4.976 2.759
H -2.785 -4.723 2.817
H -1.140 -3.439 -0.908
H -0.064 -3.376 0.501
O -1.083 0.946 2.000
N -0.795 2.127 2.611
C -1.492 2.390 3.738
C -1.287 3.552 4.416
C -0.344 4.464 3.906
C 0.346 4.169 2.764
C 0.130 2.952 2.077
S 0.957 2.456 0.677
H -2.183 1.609 4.021
H -1.847 3.751 5.317
H -0.168 5.403 4.415
H 1.073 4.851 2.347
C -0.181 3.927 -2.184
Si 0.398 2.205 -2.684
C 0.241 2.125 -4.566
C 2.261 2.101 -2.424
C -0.548 0.807 -1.845
C 0.048 -0.470 -2.293
C -0.012 -1.134 -3.512
C 0.663 -2.333 -3.676
C 1.395 -2.846 -2.614
C 1.389 -2.160 -1.414
N 0.722 -1.017 -1.253
Si -2.405 0.970 -2.082
C -3.122 1.792 -0.547
C -3.005 2.024 -3.534
C -3.240 -0.678 -2.450
H -0.003 4.609 -3.021
H 0.373 4.291 -1.319
H -1.242 3.979 -1.934
H 0.937 2.853 -4.993
H -0.758 2.381 -4.922
H 0.512 1.148 -4.970
H 2.741 3.020 -2.774
H 2.683 1.268 -2.993
H 2.516 1.961 -1.376
H -0.589 -0.702 -4.319
H 0.625 -2.860 -4.621
H 1.939 -3.776 -2.698
H 1.909 -2.534 -0.541
H -2.695 2.792 -0.421
H -2.929 1.231 0.369
H -4.207 1.898 -0.637
H -2.621 3.045 -3.559
H -4.096 2.084 -3.464
H -2.769 1.553 -4.491
H -2.992 -1.473 -1.749
H -2.979 -1.019 -3.455
H -4.325 -0.542 -2.423
C 4.282 2.006 1.102
N 3.696 0.670 1.070
C 3.832 -0.043 -0.193
C 2.855 0.227 2.014
S 1.600 -0.924 1.691
N 3.011 0.671 3.272
C 1.995 0.456 4.297
C 4.306 1.065 3.816
H 4.109 2.475 0.134
H 5.357 1.980 1.291
H 3.784 2.607 1.857
H 4.822 0.174 -0.595
H 3.070 0.265 -0.909
H 3.741 -1.111 -0.023
H 1.010 0.376 3.854
H 2.025 1.305 4.983
H 2.197 -0.465 4.849
H 5.102 0.808 3.124
H 4.463 0.512 4.743
H 4.349 2.133 4.037

* energy relative to the best compared isomer or geometry (same formula, charge and spin): 65.7 kcal per mole
* HOMO-LUMO gap (spin up / spin down): 5.5 / 5.6 eV

***

# C26H30N2O3S

A single C26H30N2O3S molecule (wB97M-V/def2-TZVPD, OMol25).

Geometry (Å):
C 4.887 0.316 2.204
C 5.520 -0.144 0.931
C 6.829 0.212 0.629
C 7.464 -0.245 -0.511
C 6.794 -1.092 -1.378
C 5.488 -1.449 -1.106
C 4.841 -0.966 0.027
N 3.507 -1.375 0.248
C 2.437 -0.563 0.476
O 2.508 0.644 0.590
C 1.140 -1.290 0.601
C 0.781 -2.359 -0.212
C -0.468 -2.938 -0.099
C -1.380 -2.466 0.843
C -1.010 -1.418 1.685
C 0.228 -0.831 1.549
H 0.515 -0.006 2.183
H -1.709 -1.085 2.433
N -2.656 -3.000 0.946
H -2.860 -3.764 0.320
S -3.974 -1.936 1.091
O -4.010 -1.427 2.427
O -5.100 -2.698 0.633
C -3.496 -0.617 -0.027
C -3.172 0.581 0.573
C -2.639 1.629 -0.169
C -2.446 1.404 -1.526
C -2.783 0.205 -2.140
C -3.326 -0.840 -1.385
C -3.697 -2.140 -2.028
H -4.337 -2.722 -1.373
H -4.230 -1.961 -2.960
H -2.800 -2.714 -2.267
C -2.550 0.031 -3.610
H -2.045 0.900 -4.024
H -1.938 -0.849 -3.800
H -3.495 -0.099 -4.136
H -2.018 2.177 -2.143
C -2.270 2.928 0.525
C -1.736 3.984 -0.447
H -0.818 3.646 -0.922
H -2.472 4.223 -1.211
H -1.511 4.896 0.101
C -1.180 2.633 1.565
H -1.533 1.926 2.311
H -0.300 2.214 1.081
H -0.892 3.551 2.071
C -3.516 3.495 1.219
H -3.900 2.808 1.967
H -3.272 4.434 1.712
H -4.302 3.682 0.491
H -3.346 0.665 1.632
H -0.746 -3.758 -0.746
H 1.454 -2.722 -0.977
H 3.306 -2.336 0.010
H 4.953 -2.104 -1.780
H 7.284 -1.468 -2.263
H 8.483 0.047 -0.716
H 7.364 0.853 1.315
H 5.634 0.731 2.875
H 4.136 1.077 1.992
H 4.381 -0.512 2.700

* energy relative to the best compared isomer or geometry (same formula, charge and spin): 1.2 kcal per mole
* SMILES string: Cc1ccccc1NC(=O)c1ccc(NS(=O)(=O)c2cc(C(C)(C)C)cc(C)c2C)cc1
* HOMO-LUMO gap: 9.2 eV

***

# CHF3OV

CHF3OV as an isolated structure (wB97M-V/def2-TZVPD, OMol25).

Geometry (Å):
O 0.686 1.795 -0.438
V 1.901 3.029 -0.119
H 0.393 0.792 -0.123
C -0.590 -1.103 0.116
F -1.599 -1.256 -0.725
F 0.265 -2.095 -0.064
F -1.056 -1.162 1.353

* spin multiplicity: 5
* total charge: +1
* <S²>: 6.020
* HOMO-LUMO gap (spin up / spin down): 7.5 / 10.6 eV